Formula: C29H51AsN8O7ReSSbSi2
Source: OMol25
Level of theory: ωB97M-V with the def2-TZVPD basis set

The geometry in XYZ format:
```
101
Properties=species:S:1:pos:R:3:mulliken_charge:R:1
Re 0.05538 0.56916 -0.93359 0.97
Sb 1.84940 2.76311 3.11146 0.47
As 0.63363 -0.47129 1.37833 0.02
S -0.25319 3.27015 -0.35703 -0.21
Si -1.09588 -1.46665 2.63101 0.68
Si 1.89541 -2.42111 0.92738 0.59
O 2.54647 -1.54917 -4.89697 -0.60
O 0.76497 -0.34837 -3.23362 -0.46
O 1.79587 -3.51204 -5.35417 -0.69
O -4.13750 -2.46704 -6.38795 -0.66
O -3.16487 0.80872 -3.12055 -0.82
O -2.59090 -3.69068 -7.24759 -0.68
O -1.11879 1.29875 -2.44808 -0.80
N -1.78224 3.94300 1.71236 -0.08
N -1.99152 0.89595 0.05597 1.70
N -1.21478 -1.25215 -1.20651 1.42
N -2.96774 -2.79725 -6.50442 1.07
N 1.63329 -2.32815 -5.07712 1.13
N -1.94084 0.56033 -3.20417 1.11
N 1.69909 1.00794 -1.03332 0.77
N -2.31452 1.95782 0.82683 -1.87
C -2.93826 -3.26487 -1.97080 -1.16
C -2.11006 -2.85958 1.84789 -1.08
C -0.05333 -0.80236 -4.06295 0.71
C 3.16313 2.90337 -1.08785 -1.74
C 3.18492 1.39728 4.10890 -1.16
C -2.93680 0.05544 -0.21433 1.25
C 3.64770 0.84077 -2.43324 -1.51
C -0.66706 -2.50521 -5.77220 -0.57
C -1.98075 -2.10360 -5.70609 -0.71
C -2.38842 -1.05825 -4.87214 -0.36
C 0.26754 -1.84211 -4.99759 -0.61
C -2.52743 -1.14137 -0.95024 0.20
C -1.57008 -3.40883 -2.15311 -1.01
C -3.42153 -2.12776 -1.35470 -1.23
C -2.32074 -0.21526 3.32497 -1.02
C -1.50745 3.00626 0.75519 -0.12
C -0.17704 -2.17998 4.11827 -1.36
C 3.26891 -2.45837 2.21473 -1.29
C 3.84898 0.80039 0.08511 -1.20
C 2.38420 4.42816 4.39211 -1.36
C -4.37100 0.25072 0.14577 -2.19
C 0.99831 -4.07788 1.04702 -1.18
C 2.66317 -2.41551 -0.79806 -0.78
C 0.16989 2.21147 4.32912 -0.82
C -1.46240 -0.41373 -4.08071 -0.17
C 3.09239 1.37331 -1.11385 1.82
C -0.74701 -2.37038 -1.76844 -0.64
C -2.02512 6.19963 0.70068 -1.16
C -1.28531 5.30177 1.68410 -0.68
H 3.09120 1.25187 -3.27451 0.31
H 3.34678 1.06919 1.01646 0.02
H -4.77140 -0.62501 0.66165 0.39
H -3.11820 -2.51318 1.61774 0.41
H 2.85524 -2.49332 3.22468 0.30
H 0.03542 1.13362 4.26407 -0.23
H -0.36346 -3.32253 -6.40800 0.62
H 0.29217 -4.21204 0.22752 0.27
H -2.08069 0.01340 4.36493 0.49
H 0.42235 -1.40792 4.60499 0.27
H 3.00042 0.38880 3.73828 0.11
H 2.43401 4.10399 5.43208 0.37
H -2.20517 -3.67516 2.57106 0.52
H 3.57152 -0.24374 -2.49619 0.22
H 4.20074 3.22429 -1.20311 0.45
H -2.65013 3.77048 2.19862 0.30
H 4.69850 1.12587 -2.52109 0.50
H 2.76738 3.28798 -0.14747 0.20
H 3.88733 -1.56184 2.14187 0.26
H -0.90361 -2.54945 4.84820 0.45
H -4.47990 -1.99047 -1.18992 0.59
H -3.08356 6.27047 0.95872 0.32
H -1.94147 5.79680 -0.30842 0.26
H 2.43193 -3.35547 -1.30688 0.68
H 0.31865 -2.39371 -1.94330 0.02
H -1.36541 5.69775 2.69949 0.49
H -3.42342 -0.76041 -4.82104 0.66
H -4.94455 0.40497 -0.77190 0.46
H -3.32844 -0.63921 3.30415 0.42
H 4.22138 1.66550 3.90268 0.38
H -4.47443 1.12257 0.78196 0.38
H 0.48633 -3.00532 3.86130 0.28
H -3.62196 -4.03395 -2.30602 0.51
H 3.75137 -2.35073 -0.73355 0.60
H 1.76067 -4.85780 0.95098 0.44
H -0.22409 5.26184 1.43520 0.29
H -0.73581 2.69708 3.97142 0.25
H 4.86338 1.20398 0.10592 0.59
H 0.36106 2.49079 5.36591 0.60
H 0.46801 -4.24435 1.98237 0.25
H 3.34914 4.84062 4.09903 0.37
H -1.60435 7.20660 0.70670 0.41
H 3.01516 1.42445 5.18589 0.48
H -2.34117 0.72009 2.76687 0.04
H 3.91284 -3.33169 2.07881 0.41
H 2.57511 3.32160 -1.90495 0.37
H 2.31639 -1.59773 -1.43161 -0.48
H -1.67863 -3.27165 0.93998 0.07
H 3.91470 -0.28409 0.02339 -0.16
H 1.63436 5.21469 4.30295 0.36
H -1.14379 -4.28304 -2.62369 0.50
```

Computed properties:
Relative energy (zero: lowest compared OMol25 entry of this formula, charge and spin) ... 14.3 kcal per mole
Expectation value of S² ... 3.789
LUMO level (alpha / beta) ... 1.73 / 1.68 eV
Orbital gap (alpha / beta) ... 0.208 / 0.255 hartree
Charge ... -1
Multiplicity ... 4